No. 1
{"formula": "C18H43N3O13V", "method": "ωB97M-V/def2-TZVPD", "symbols": ["H", "O", "V", "C", "H", "H", "C", "H", "H", "C", "H", "O", "H", "C", "O", "H", "C", "N", "H", "H", "C", "H", "H", "H", "H", "H", "C", "N", "O", "H", "H", "H", "C", "H", "N", "H", "H", "H", "H", "H", "O", "H", "C", "O", "H", "H", "O", "H", "H", "O", "C", "H", "H", "H", "H", "O", "H", "H", "C", "H", "H", "C", "C", "O", "H", "O", "C", "H", "H", "C", "C", "C", "O", "H", "O", "C", "H", "H"], "xyz": [[10.8617, -0.3650, 15.4156], [7.6947, 9.8109, 19.0255], [8.8029, 6.9098, 16.1926], [7.9893, 4.0224, 12.9589], [8.5954, 4.9182, 22.2191], [10.8128, 3.5758, 9.8845], [9.2916, 11.4691, 11.7192], [10.4548, 7.3813, 12.7923], [5.3067, 8.3653, 15.5458], [7.3955, 10.0659, 11.8801], [7.3709, 3.1297, 13.0526], [10.4946, 8.3401, 12.8181], [7.8232, 2.3302, 15.2090], [10.7711, 11.5900, 12.2091], [9.6732, 8.6655, 14.8884], [12.0294, 11.5799, 15.2857], [7.8408, 8.9041, 18.0532], [8.6604, 10.4389, 12.4792], [7.5811, 2.1159, 22.9886], [10.3014, 1.8345, 10.0132], [12.2064, 11.5820, 14.2102], [8.7419, 2.4436, 16.5998], [8.1088, 4.1272, 10.8380], [9.2314, 2.9878, 9.3119], [9.2938, 5.0615, 13.8138], [6.7049, 10.9046, 11.7919], [5.3454, 8.3132, 14.4578], [8.7097, 4.3155, 14.1638], [9.7912, 4.1014, 20.0010], [12.6353, 10.6082, 13.9736], [5.8926, 8.7154, 12.0494], [11.5755, 3.7322, 19.5899], [10.1202, 7.9410, 14.0220], [10.2319, 3.7433, 15.3756], [7.1670, 3.7602, 21.2670], [5.6067, 7.2836, 14.2134], [8.0930, 9.2326, 19.6801], [7.6666, 9.7533, 10.8717], [9.4343, 4.8992, 11.4530], [9.2741, 9.6416, 12.3910], [7.5450, 9.1037, 16.8666], [12.7808, 12.4454, 13.8745], [8.3661, 3.8710, 22.0220], [10.1122, 6.6978, 14.1115], [11.1345, 10.6177, 11.8763], [8.7903, 3.0492, 24.0753], [9.5524, 2.8678, 11.4203], [6.7549, 2.8400, 21.3254], [11.2965, 1.1098, 14.9117], [9.2857, 0.7877, 15.3455], [9.5015, 3.2667, 14.7218], [10.6442, 4.1243, 18.1598], [4.3681, 8.5086, 14.0164], [9.3134, 11.1734, 10.6703], [7.3244, 4.8817, 12.8725], [6.3428, 9.2300, 14.0623], [10.0704, 2.8005, 13.9173], [11.2898, 12.3617, 11.6403], [8.8008, 4.0406, 11.6757], [10.4687, 2.5072, 18.8285], [8.8600, 12.4700, 11.7111], [8.0128, 3.0632, 23.3115], [8.8515, 2.1950, 15.5442], [7.3798, 6.4342, 15.7097], [9.3495, 2.3135, 20.9174], [9.6689, 5.7841, 16.7763], [10.6547, 0.6728, 15.6767], [10.8167, 1.1163, 16.6591], [7.5125, 8.1699, 12.7845], [10.6240, 3.5542, 19.0887], [9.9975, 2.8792, 10.0797], [6.7444, 8.9377, 12.6921], [10.8556, 11.7647, 13.6555], [7.4513, 3.8739, 20.3046], [8.3103, 7.7598, 18.1875], [9.5536, 3.3405, 21.2200], [10.4967, 3.3444, 21.7666], [7.1782, 3.4923, 23.8660]], "forces_ev_per_angstrom": [[0.23, -0.50, 1.39], [0.26, -0.50, 0.88], [-1.57, 5.99, -0.34], [0.03, 0.53, 0.11], [-0.23, 0.16, 0.27], [0.12, 0.12, 0.10], [1.61, 0.70, 0.83], [1.17, -2.51, -3.88], [-0.04, 0.02, -0.07], [0.47, 0.09, 1.60], [0.04, -0.20, -0.26], [1.04, 1.70, -1.37], [-0.46, -1.09, -0.03], [-0.97, -0.75, 0.54], [0.12, 1.36, 1.31], [0.19, 0.26, -0.03], [-0.65, -1.36, -6.44], [-0.90, 1.25, -0.01], [0.78, -0.50, 0.25], [0.74, 0.08, -0.70], [-2.32, 0.29, -0.48], [0.76, -0.14, 0.28], [-0.75, -0.11, -0.21], [-0.52, 0.44, 0.19], [0.41, 0.40, 1.39], [0.08, 0.31, 0.15], [0.45, -0.33, 0.64], [-0.68, -0.52, -0.35], [-3.95, 0.64, 2.51], [0.06, 0.06, -0.43], [-0.37, -0.94, 0.30], [1.18, -0.86, -0.61], [-2.17, 1.24, 4.04], [0.15, 0.39, -0.15], [-0.83, 0.65, -1.42], [0.28, -0.10, 0.05], [0.14, 0.37, 1.40], [-0.75, -0.64, -0.67], [0.34, 0.49, 1.02], [-0.04, -0.16, 0.54], [-1.38, 3.54, -0.23], [0.57, -0.18, 0.14], [0.22, -0.73, 0.99], [0.68, -2.26, -0.33], [0.86, -0.14, 0.51], [0.35, -0.69, -0.29], [-0.14, 0.47, -0.42], [0.10, -0.16, 0.10], [0.06, 1.03, 0.12], [-0.51, 2.28, 0.11], [2.86, 0.12, -0.05], [-0.53, 0.37, 0.05], [-0.34, 0.45, -0.24], [0.39, 0.07, -0.82], [-0.48, 0.01, -0.25], [-0.05, 0.38, -2.36], [0.36, -0.67, -0.12], [0.21, 0.36, 0.15], [-0.69, -0.40, -1.05], [-0.20, -0.38, 0.30], [-0.73, -0.08, 0.55], [0.42, 0.96, 0.00], [-2.14, -0.53, -0.58], [-3.48, -0.98, -1.50], [-0.09, -0.40, 0.05], [4.41, -4.85, 2.65], [-0.64, -0.36, -1.58], [0.56, -0.60, 0.19], [-0.35, -0.68, -0.31], [2.20, 0.05, -0.47], [0.27, -1.79, 0.80], [0.32, 0.81, 0.55], [1.00, -0.40, -1.38], [-0.48, 0.41, -0.56], [1.99, -1.95, 4.10], [0.97, -0.02, -1.27], [0.18, -0.01, 0.48], [-0.17, 0.64, -0.40]], "max_force_ev_per_a": 7.08, "e_homo_ev": [1.1, -1.3], "multiplicity": 2, "orbital_gap_ha": [0.121, 0.208], "charge": -2}


No. 2
{"formula": "C11H26AlBr3N2Na2NbO8PS", "method": "ωB97M-V/def2-TZVPD", "symbols": ["H", "C", "O", "C", "H", "Br", "H", "C", "O", "H", "C", "H", "Nb", "H", "H", "O", "H", "H", "H", "P", "Br", "H", "H", "H", "O", "H", "C", "C", "H", "H", "S", "C", "H", "H", "O", "O", "H", "H", "H", "H", "C", "O", "C", "N", "Al", "Na", "N", "C", "H", "O", "H", "H", "Na", "Br", "H", "C"], "xyz": [[1.4378, 1.5040, -1.4636], [2.8254, 1.6998, 2.0739], [-0.9132, 3.2623, 1.9945], [-3.9854, -0.0965, -6.3535], [-1.1137, 0.5103, -1.6317], [1.9738, 1.2897, -5.8661], [-3.0270, 1.3415, 2.5381], [0.1540, 0.8250, -5.2504], [-2.6586, 0.4556, 2.5246], [3.2944, -3.6579, 6.5855], [-2.3411, 0.6958, 0.0771], [0.3545, -2.0474, 2.3396], [0.9339, 0.7868, 0.1417], [1.0002, -1.1764, 3.6660], [-2.3022, 1.7323, 0.4160], [1.2039, 4.3290, 1.0084], [4.8481, -1.1711, 5.2493], [-0.8361, 2.4169, 2.4640], [2.6730, -2.5407, 2.8686], [0.0648, 3.2484, 0.6963], [-0.3025, 1.7230, -3.6101], [1.5720, -0.7577, -0.5528], [-4.7878, 0.0553, -7.0872], [3.1732, -2.0002, 7.1633], [5.7148, -2.5215, 6.4739], [-2.3976, -1.1296, 1.2797], [3.1990, -2.6107, 6.2408], [4.9917, -2.2272, 5.5454], [-0.5497, 1.1725, -6.0171], [-3.1429, 0.6775, -0.6657], [2.7457, 2.0165, 3.6242], [-2.8552, -0.1462, 1.2456], [4.9713, -2.8418, 4.6255], [-3.2090, -1.8544, -5.2446], [-2.7082, 0.2927, -6.7398], [2.4434, -2.3464, 5.3258], [-3.9244, -0.3172, 1.1205], [-4.4012, 0.4122, -5.4431], [3.2323, -0.9535, 2.5469], [-1.1086, -0.9299, -0.6915], [2.4651, -1.6647, 2.2557], [-5.2384, -2.0529, -5.6606], [-1.0788, 0.1559, -0.6124], [0.5534, 0.0167, 2.0018], [-2.6899, 4.3232, -0.3695], [3.1724, -0.8303, -6.1700], [2.8533, 1.4322, 0.9183], [1.0581, -1.2509, 2.5789], [-0.4637, -0.0554, 2.0557], [-0.7105, 3.7954, -0.5133], [1.2559, 4.4335, 1.9698], [2.6407, -1.9856, 1.2326], [-2.3971, -0.4531, -4.8547], [-0.0394, -1.1055, -5.1176], [-3.5924, -2.1942, -6.9142], [-4.0316, -1.6852, -6.0182]], "forces_ev_per_angstrom": [[0.29, -0.22, -0.01], [0.31, 0.09, 0.21], [-0.08, 0.41, -0.02], [0.40, -0.74, -0.39], [0.13, 0.02, -0.26], [-0.38, 1.46, 0.11], [-0.26, 0.01, -0.14], [-0.68, 0.23, -0.04], [0.75, -0.16, 0.29], [0.97, -0.21, -0.89], [-0.66, -0.97, -0.38], [-0.03, -0.07, -0.36], [0.21, -1.17, 1.98], [0.04, 0.06, 0.14], [0.30, 0.11, 0.03], [-0.64, 0.16, 0.52], [-0.72, 0.10, 0.73], [0.00, -0.04, 0.17], [-0.07, -0.14, 0.08], [0.89, -0.87, -1.26], [0.20, 0.03, -0.78], [-0.09, 0.43, -0.40], [0.21, -0.02, -0.21], [0.90, 0.85, -0.53], [-0.56, -0.26, 0.53], [0.27, -0.05, 0.08], [-4.64, -1.35, 2.94], [3.96, 1.26, -2.52], [-0.02, -0.28, -0.13], [-0.12, 0.12, -0.06], [0.06, 0.24, 0.39], [-0.69, 0.42, 0.09], [-0.65, -0.65, 0.45], [-0.54, -1.52, 0.09], [0.22, 0.71, -0.05], [0.72, 0.25, -0.63], [-0.12, -0.07, -0.06], [0.21, -0.04, 0.08], [-0.11, 0.39, -0.08], [-0.01, -0.17, 0.22], [0.50, -0.64, 0.08], [0.22, -0.39, 0.33], [0.43, 1.20, 0.60], [0.12, -1.29, -2.27], [1.67, -0.39, -0.25], [0.38, -1.23, -0.06], [-0.61, -0.11, -0.60], [-0.14, 0.63, 1.41], [-0.11, 0.21, 0.23], [-2.43, 1.10, 0.32], [0.43, 0.17, 0.07], [-0.18, 0.30, -0.28], [-0.36, 1.60, 1.53], [1.55, -0.30, -0.19], [-0.02, 0.13, -0.07], [-1.44, 0.64, -0.74]], "de_lowest_kj_mol": 0.0, "max_force_ev_per_a": 5.66, "e_homo_ev": -4.6, "orbital_gap_ha": 0.084, "charge": 0}


No. 3
{"formula": "C20H16Cl2F3MgN5S3", "method": "ωB97M-V/def2-TZVPD", "symbols": ["F", "Cl", "C", "C", "F", "H", "C", "C", "C", "H", "H", "N", "C", "C", "F", "H", "S", "N", "C", "H", "C", "H", "C", "S", "C", "H", "H", "H", "C", "H", "N", "C", "N", "C", "H", "N", "H", "Mg", "S", "C", "C", "H", "C", "C", "C", "H", "Cl", "C", "H", "H"], "xyz": [[2.3607, 6.0218, 1.2187], [-0.1037, -2.8469, -0.7516], [0.6320, 4.7088, -0.3366], [-0.7068, -1.0153, 2.2309], [0.8360, 5.4649, 2.6482], [-3.3225, -0.8211, 3.0929], [2.7249, -0.9479, 1.5079], [-4.2516, -0.1005, 1.3001], [-3.1749, -0.5313, 2.0640], [-4.8549, 0.6010, -0.6432], [-0.3303, 2.0110, -2.0544], [1.5626, -1.2572, 2.1707], [-4.0427, 0.2681, -0.0130], [-1.9204, -0.5678, 1.4845], [2.7051, 4.3837, 2.5614], [4.6516, -0.6032, 1.8803], [-0.0134, -0.3583, -2.8490], [0.3817, -0.9360, 1.5732], [0.0450, 2.6187, -1.2386], [1.5912, -1.2024, 3.1790], [0.2835, -4.4424, -2.8609], [-1.7644, -1.7786, 3.9393], [1.1375, 4.0618, 0.7687], [2.8455, -0.7434, -0.1434], [0.3602, -2.3751, -4.6850], [0.6446, -3.8747, -6.1681], [3.6849, -0.6692, 3.2806], [-0.4873, -0.6170, 4.3111], [0.5032, -3.6830, -5.1135], [-2.5307, 0.4625, -1.5490], [0.5060, 1.9588, -0.1593], [0.0376, 3.9842, -1.3644], [-1.7168, -0.1879, 0.2125], [0.1736, -2.0285, -3.3336], [-0.0874, -2.2814, 3.8330], [3.8015, -0.9272, 2.3129], [-0.3660, 4.4595, -2.2456], [0.3670, -0.1656, -0.4217], [1.2885, 1.8277, 2.3818], [-2.7515, 0.2066, -0.5191], [0.9811, 2.6558, 0.9171], [0.2498, -5.2307, -2.1216], [0.4671, -4.7252, -4.2017], [0.1399, -3.1258, -2.4630], [-0.7698, -1.4486, 3.6573], [0.7099, 5.7854, -0.4054], [0.4150, -1.1345, -5.8971], [1.7684, 4.9531, 1.8124], [0.5812, -5.7478, -4.5341], [-5.2418, -0.0592, 1.7343]], "forces_ev_per_angstrom": [[-0.08, 0.00, 0.02], [-0.06, -0.23, -0.05], [0.04, -0.04, -0.08], [-0.11, 0.02, -0.05], [0.03, -0.02, 0.04], [-0.01, 0.00, -0.01], [-0.08, -0.09, 0.00], [-0.02, 0.00, 0.04], [-0.09, 0.01, 0.02], [0.01, 0.00, 0.00], [0.00, -0.05, 0.03], [-0.11, -0.08, -0.15], [0.00, 0.02, -0.03], [0.20, -0.02, 0.01], [0.15, 0.02, -0.01], [0.00, -0.03, 0.02], [0.06, -0.02, -0.02], [0.14, -0.31, 0.14], [0.12, -0.05, 0.12], [-0.03, 0.08, 0.00], [0.00, 0.01, 0.05], [0.01, 0.00, 0.02], [0.02, 0.15, -0.04], [0.00, -0.02, 0.19], [0.00, 0.02, 0.00], [0.00, 0.01, 0.00], [0.00, -0.01, 0.01], [0.01, 0.03, -0.03], [0.00, -0.03, -0.01], [0.02, 0.01, 0.01], [-0.19, 0.26, -0.31], [0.06, 0.06, 0.08], [-0.17, -0.09, 0.22], [-0.02, 0.03, 0.04], [-0.01, -0.01, 0.01], [0.13, 0.09, -0.06], [0.00, 0.00, 0.00], [0.10, 0.22, -0.27], [0.01, 0.20, -0.03], [0.05, -0.04, 0.00], [-0.05, -0.17, 0.07], [0.00, 0.01, 0.00], [0.00, 0.02, -0.03], [0.00, 0.07, 0.01], [-0.02, 0.00, 0.02], [0.02, 0.01, 0.00], [0.00, 0.00, 0.02], [-0.13, -0.03, 0.00], [0.00, 0.01, 0.00], [0.00, 0.00, 0.00]], "de_lowest_kj_mol": 18.1, "max_force_ev_per_a": 0.45, "e_homo_ev": -7.2, "orbital_gap_ha": 0.234, "charge": 0}